Entry 1:
21
Properties=species:S:1:pos:R:3 method="wB97M-V/def2-TZVPD" de_lowest_kj_mol=111.22 smiles=CCCS.O.O.O orbital_gap_ev=9.375
C 1.100 -2.713 0.780
C -0.246 -1.990 0.821
C -0.291 -0.813 1.827
S -1.941 -0.443 2.241
H 1.504 -3.268 -0.076
H 1.998 -2.076 0.824
H 1.205 -3.286 1.711
H -0.995 -2.773 1.010
H -0.466 -1.595 -0.196
H 0.326 -1.298 2.670
H 0.297 -0.012 1.396
H -2.568 -0.231 1.105
H -1.366 2.772 -2.050
H -1.458 3.705 -0.792
O -1.687 2.844 -1.147
H 1.712 1.335 -1.645
H 0.304 1.278 -1.056
O 0.831 0.972 -1.805
H 2.512 1.400 -3.708
H 3.959 1.572 -4.192
O 3.425 1.440 -3.402

***

Entry 2:
14
Properties=species:S:1:pos:R:3 method="wB97M-V/def2-TZVPD" de_lowest_kj_mol=474.57 orbital_gap_ev=8.789
C -0.049 0.453 -1.928
C 1.902 1.258 -2.303
C 1.877 0.796 -0.993
C 0.116 -0.439 0.411
N 0.676 1.009 -2.858
N 0.627 0.276 -0.731
N 3.328 0.809 0.342
O 4.218 0.104 -0.026
O 3.078 1.344 1.350
Cl 2.981 2.240 -3.167
H -1.076 0.250 -2.098
H -0.677 0.185 0.953
H -0.331 -1.432 0.103
H 1.071 -0.642 1.123

***

Entry 3:
10
Properties=species:S:1:pos:R:3 method="wB97M-V/def2-TZVPD" de_lowest_kj_mol=221.84 smiles=COCO orbital_gap_ev=10.230
C 1.269 0.360 -0.116
C -0.878 -0.675 -0.079
H 0.831 1.098 -0.775
H 1.212 0.847 0.863
H 2.241 -0.029 -0.361
H -1.301 -1.175 -0.806
H -1.269 -1.160 0.965
H -1.125 1.000 0.726
O 0.482 -0.813 -0.157
O -1.462 0.548 -0.260

***

Entry 4:
85
Properties=species:S:1:pos:R:3 method="wB97M-V/def2-TZVPD" de_lowest_kj_mol=0.00 orbital_gap_ev=2.516
C -5.211 0.925 3.849
C -3.781 1.391 3.742
O -2.950 0.203 3.837
C -1.610 0.485 3.867
C -0.795 -0.721 3.910
C 0.593 -0.720 4.104
C 1.298 0.515 4.286
C 2.686 0.557 4.303
Cl 3.467 2.083 4.366
C 3.448 -0.625 4.301
C 2.777 -1.858 4.221
C 1.397 -1.904 4.102
O -1.245 1.666 3.849
H -5.878 1.733 3.533
H -5.386 0.039 3.227
H -5.457 0.655 4.887
H -3.621 1.903 2.777
H -3.556 2.081 4.569
H -1.334 -1.656 3.781
H 0.724 1.421 4.355
H 4.527 -0.561 4.392
H 3.367 -2.772 4.272
H 0.880 -2.866 4.019
C 3.105 0.305 -3.656
N 3.230 -1.023 -3.106
C 4.446 -1.716 -3.452
C 2.250 -1.600 -2.351
C 2.492 -2.772 -1.576
C 1.552 -3.223 -0.683
C 0.231 -2.694 -0.702
C -0.764 -3.252 0.152
C -2.132 -3.132 -0.080
C -3.174 -3.801 0.613
C -4.567 -3.634 0.192
C -4.922 -3.344 -1.148
C -6.238 -3.147 -1.513
C -7.285 -3.230 -0.554
N -8.611 -2.995 -0.918
C -9.680 -3.930 -0.643
C -9.062 -1.717 -1.427
C -6.943 -3.537 0.787
C -5.625 -3.744 1.135
C -2.886 -4.637 1.771
C -1.810 -4.385 2.649
C -1.498 -5.240 3.686
C -2.286 -6.386 3.924
N -1.986 -7.237 4.991
C -2.823 -7.347 6.163
C -0.886 -8.171 4.965
C -3.392 -6.635 3.080
C -3.690 -5.772 2.045
C -0.074 -1.663 -1.621
C 0.929 -1.064 -2.354
H 2.325 0.867 -3.137
H 4.054 0.842 -3.526
H 2.853 0.282 -4.727
H 4.412 -2.751 -3.114
H 4.578 -1.736 -4.542
H 5.321 -1.236 -2.995
H 3.446 -3.303 -1.651
H 1.810 -3.999 0.041
H -0.351 -3.910 0.913
H -2.461 -2.506 -0.921
H -4.142 -3.327 -1.911
H -6.500 -2.967 -2.561
H -9.265 -4.880 -0.298
H -10.370 -3.542 0.119
H -10.248 -4.110 -1.568
H -8.215 -1.033 -1.518
H -9.534 -1.843 -2.410
H -9.802 -1.272 -0.741
H -7.733 -3.557 1.546
H -5.421 -4.008 2.176
H -1.185 -3.507 2.517
H -0.668 -5.014 4.356
H -3.647 -6.632 6.103
H -3.229 -8.364 6.250
H -2.229 -7.132 7.065
H -0.358 -8.103 4.010
H -0.184 -7.962 5.784
H -1.266 -9.195 5.092
H -3.989 -7.532 3.243
H -4.551 -5.997 1.417
H -1.100 -1.308 -1.707
H 0.681 -0.206 -2.972